Entry 1:
Entry from the OMol25 dataset: the molecule C23H23N3O5 (wB97M-V/def2-TZVPD).

XYZ file:
```
54
Properties=species:S:1:pos:R:3:forces:R:3:nbo_charge:R:1
O 2.3104 -0.6013 -3.1550 0.60 -0.37 0.73 -0.268
O 5.9352 -3.1329 1.3994 0.12 0.15 -0.45 -0.470
O -2.1034 -0.8177 -2.5337 0.21 -0.13 0.09 -0.532
O 3.7814 -3.0632 2.2128 -0.38 0.17 -0.27 -0.489
O -4.3019 1.7855 -2.8911 -0.10 0.03 -0.30 -0.626
N -1.8290 2.2201 1.1636 0.25 0.14 -0.20 -0.457
N -3.5363 1.1831 -0.8644 0.02 0.17 0.30 -0.436
N 1.1867 -0.1747 -3.7693 -1.13 0.41 -0.72 -0.129
C 3.8008 -2.5703 0.9367 0.46 0.04 -0.33 0.301
C 5.1099 -2.6127 0.4452 -0.59 0.12 -0.03 0.233
C 5.4150 -2.1720 -0.8209 0.14 -0.19 0.44 -0.254
C 5.1148 -3.4174 2.5130 0.40 -0.49 1.11 0.235
C -2.8967 0.2917 0.0750 0.34 -0.26 0.20 -0.237
C 2.0026 -1.1169 -1.9500 -1.27 0.20 0.01 0.324
C -1.5839 1.7112 4.8026 -0.03 -0.04 0.01 -0.185
C -2.5886 2.5339 5.2844 -0.08 0.07 0.13 -0.258
C -3.1296 3.1469 3.0223 -0.02 0.01 -0.22 -0.313
C 2.7600 -2.0913 0.1867 0.22 -0.08 0.09 -0.258
C 0.6424 -1.0205 -1.7710 0.78 -0.02 -0.17 -0.357
C -2.4719 3.0899 0.2040 -0.32 0.05 -0.04 -0.223
C -1.2154 -0.0445 -3.3118 -0.07 0.37 -0.39 -0.099
C -1.3511 1.6054 3.4471 0.00 -0.11 -0.03 -0.285
C -1.5824 0.9235 0.5733 -0.22 -0.38 -0.04 -0.216
C -3.7955 0.9477 -2.1659 0.00 -0.25 -0.23 0.645
C 4.3677 -1.6818 -1.5911 -0.37 0.07 -0.02 -0.172
C -3.7925 2.4979 -0.3075 0.07 0.43 -0.10 -0.248
C -3.3502 3.2546 4.3831 0.03 -0.02 0.16 -0.172
C 0.1836 -0.4140 -2.9619 0.63 -0.18 0.08 0.133
C 3.0610 -1.6376 -1.1088 0.58 -0.08 -0.05 -0.107
C -3.4522 -0.4460 -2.7088 -0.13 -0.02 -0.18 -0.156
C -2.1270 2.3124 2.5208 0.02 0.09 0.27 0.261
H 4.5628 -1.3257 -2.5898 0.04 0.02 -0.08 0.232
H -2.7697 2.6155 6.3451 -0.01 0.01 0.09 0.213
H -2.6284 4.0764 0.6380 0.03 -0.01 -0.04 0.217
H -0.5380 0.9827 3.1058 0.07 -0.02 -0.05 0.208
H 5.1683 -4.4928 2.7450 -0.04 0.24 -0.14 0.161
H 0.0454 -1.3432 -0.9469 -0.09 -0.12 0.24 0.235
H 6.4240 -2.2073 -1.1948 0.14 0.00 -0.06 0.233
H -3.5674 0.1499 0.9331 0.07 -0.04 -0.05 0.195
H -1.7870 3.2002 -0.6450 -0.09 0.05 0.02 0.204
H 1.7584 -2.0644 0.5778 -0.18 0.01 0.08 0.226
H -3.7565 3.7198 2.3571 -0.04 0.02 -0.09 0.209
H -4.5081 2.3981 0.5159 0.02 0.03 -0.04 0.195
H -4.0487 -1.2035 -2.1924 0.03 0.07 -0.06 0.208
H 5.4631 -2.8400 3.3842 -0.10 -0.07 -0.26 0.160
H -4.2243 3.1182 -1.0940 0.01 -0.06 0.14 0.253
H -4.1362 3.9054 4.7383 -0.06 0.05 0.02 0.211
H -1.1190 0.2552 1.2961 0.04 0.02 -0.06 0.212
H -0.8998 1.0520 -0.2738 0.00 -0.08 0.03 0.201
H -2.6914 -0.6707 -0.3862 -0.06 0.04 0.08 0.233
H -0.9670 1.1516 5.4907 0.06 -0.04 0.04 0.212
H -1.3673 1.0297 -3.1185 -0.01 -0.12 -0.02 0.192
H -3.7216 -0.4467 -3.7735 -0.01 0.05 0.20 0.204
H -1.3861 -0.2122 -4.3846 0.00 0.05 0.13 0.202
```
Positions in Å, forces in eV/Å.

Properties
Energy above the lowest of the compared OMol25 structures with the same formula, charge and spin (kcal/mol): 127.3
Charge: 0
SMILES: O=C(COCc1cc(-c2ccc3c(c2)OCO3)on1)N1CCN(c2ccccc2)CC1
E (a.u.): -1430.65333
Gap between HOMO and LUMO (eV): 8.3

Entry 2:
Entry from the OMol25 dataset: the molecule C6H7ClS (wB97M-V/def2-TZVPD).

XYZ file:
```
15
Properties=species:S:1:pos:R:3:forces:R:3:nbo_charge:R:1
Cl 3.4841 -1.2086 -0.3190 0.11 0.18 -0.06 -0.007
S -3.0559 -0.4222 -0.9216 0.10 -0.22 -0.32 0.090
C -2.1858 -1.4146 0.3245 0.65 0.07 -0.28 -0.490
C 1.8045 0.9269 -0.2721 1.66 -0.30 -0.32 -0.233
C 3.0846 0.4693 -0.4491 -2.15 0.92 0.25 -0.211
C 0.5932 0.1723 0.0096 0.68 -2.09 0.07 -0.226
C -0.6009 0.7328 0.1078 -1.08 -0.25 0.10 -0.159
C -1.8966 0.0462 0.4190 -0.03 0.22 -0.31 -0.324
H -1.3981 -2.0536 -0.1287 -0.64 0.46 0.59 0.232
H 1.6402 2.0007 -0.3568 0.29 -0.09 -0.08 0.215
H -0.7173 1.7978 -0.0325 0.11 0.23 0.01 0.203
H -2.5306 0.6139 1.0890 0.34 -0.16 0.51 0.237
H 0.6822 -0.9520 0.1215 -0.03 1.46 -0.06 0.217
H -2.8063 -1.8612 1.1031 0.25 0.05 -0.28 0.233
H 3.9027 1.1525 -0.6947 -0.27 -0.48 0.17 0.223
```
Positions in Å, forces in eV/Å.

Properties
Energy above the lowest of the compared OMol25 structures with the same formula, charge and spin (kcal/mol): 24.1
Charge: 0
SMILES: Cl/C=C\C=C\[C@@H]1CS1
E (a.u.): -1091.14033
Gap between HOMO and LUMO (eV): 9.0

Entry 3:
Entry from the OMol25 dataset: a cluster of 2 separate species, C3H7NS in total (wB97M-V/def2-TZVPD).

XYZ file:
```
12
Properties=species:S:1:pos:R:3:forces:R:3:nbo_charge:R:1
S 0.6795 1.1891 -0.1122 -0.86 3.91 -1.85 0.783
N 1.1244 -0.1446 -0.5585 0.97 -1.40 -3.24 -0.957
C -2.0778 0.7898 0.5745 -0.41 0.21 -0.51 -0.247
C -2.2555 -0.0668 -0.2399 0.24 -2.65 0.23 -0.236
C 1.2962 -1.2472 0.2287 -0.10 -2.52 2.19 -0.399
H 2.2619 -1.8259 0.0832 -0.89 0.96 0.01 0.189
H 1.6498 1.9656 -0.7342 -0.52 0.42 0.49 0.029
H -0.3207 1.7559 -1.1954 1.43 -0.83 1.89 0.034
H 0.4934 -1.9991 0.1402 0.10 -0.02 -0.37 0.168
H -2.2088 -1.1240 -0.5618 -0.35 1.46 -0.22 0.253
H 1.2034 -0.9491 1.2736 0.45 -0.34 0.68 0.155
H -1.8458 1.6563 1.1018 -0.06 0.79 0.70 0.228
```
Positions in Å, forces in eV/Å.

Properties
Energy above the lowest of the compared OMol25 structures with the same formula, charge and spin (kcal/mol): 141.1
Charge: 0
E (a.u.): -571.21407
Gap between HOMO and LUMO (eV): 8.8

Entry 4:
Entry from the OMol25 dataset: a cluster of 2 separate species, C4H13N2O in total (wB97M-V/def2-TZVPD).

XYZ file:
```
20
Properties=species:S:1:pos:R:3:forces:R:3:nbo_charge:R:1
O 0.8750 1.1402 0.2041 0.13 0.34 0.57 -0.723
N 2.6338 2.3795 -0.4598 0.06 -0.37 1.21 -0.774
N -1.5724 0.2430 0.1541 1.54 0.94 -1.59 -0.702
C 1.9921 1.1926 -0.3174 -0.71 -0.12 -1.83 0.713
C 2.4329 -0.0013 -1.1294 1.76 -0.55 0.02 -0.731
C -1.4093 -1.2139 0.5103 -1.91 0.44 0.60 -0.217
C -2.8035 -1.7017 1.0124 0.52 -0.31 -0.68 -0.639
H -1.6678 0.9302 0.9023 -0.59 -0.63 0.55 0.442
H -3.2951 -2.4364 0.3727 0.48 -0.19 -0.04 0.241
H -0.6758 0.6411 -0.2423 0.03 -0.68 0.24 0.479
H 2.8949 0.2557 -2.0856 -0.52 0.42 -0.11 0.252
H 3.2768 -0.5843 -0.7103 -0.51 0.35 0.49 0.259
H -2.2772 0.4218 -0.5575 -0.37 -0.22 0.21 0.425
H -2.6109 -2.1404 1.9790 -0.62 -0.06 0.35 0.241
H -0.7425 -1.2236 1.3608 0.51 -0.12 -0.25 0.232
H 1.6179 -0.7007 -1.2743 -0.14 0.15 0.02 0.232
H -1.0475 -1.7912 -0.3469 0.12 0.50 0.21 0.233
H 3.6347 2.4075 -0.5852 -0.02 -0.15 -0.27 0.409
H -3.5402 -0.9013 1.0296 0.18 0.24 0.54 0.218
H 2.2842 3.0833 0.1834 0.08 0.04 -0.25 0.409
```
Positions in Å, forces in eV/Å.

Properties
Energy above the lowest of the compared OMol25 structures with the same formula, charge and spin (kcal/mol): 17.4
Charge: +1
E (a.u.): -344.73914
Gap between HOMO and LUMO (eV): 11.3

Entry 5:
Entry from the OMol25 dataset: a structure of composition Cl3IKO14V (wB97M-V/def2-TZVPD).

XYZ file:
```
20
Properties=species:S:1:pos:R:3:forces:R:3:nbo_charge:R:1
I -1.2163 3.6026 0.4855 -0.18 0.00 -0.19 -0.774
V -0.3999 0.9957 -0.4763 3.75 -0.43 0.56 1.421
K -2.3157 0.2010 3.2409 1.22 0.16 -1.06 0.971
Cl 0.7660 -0.0397 4.4269 6.43 4.61 -5.46 2.580
Cl 0.2756 -2.8447 -0.5484 -2.66 3.67 -6.04 2.640
Cl -0.2227 1.5885 -4.4286 -1.18 -2.28 -3.82 2.499
O 0.0810 -3.7417 -1.6467 0.93 -2.60 -0.68 -0.938
O 0.3816 1.0428 5.2175 -1.26 2.38 3.63 -0.928
O 0.7309 1.0600 -5.4091 1.44 -1.09 1.90 -0.889
O -0.1535 -1.0416 4.5186 -3.98 -5.04 0.86 -0.916
O -0.8432 -2.9064 0.2427 -3.21 -2.14 5.09 -0.899
O 1.2612 1.0040 -0.3959 -2.55 0.53 -0.12 -0.755
O -1.4780 0.8796 -4.8422 0.75 0.56 2.42 -0.884
O 2.1269 -0.4676 4.7759 -1.42 -0.33 0.29 -0.882
O 0.0803 -1.5556 -1.1740 1.85 1.57 -0.53 -0.923
O -1.1519 0.2792 0.7950 -1.27 -0.08 0.37 -0.949
O 0.7753 0.5275 3.0612 -0.04 -1.66 1.40 -0.845
O 1.5072 -2.9989 0.0563 2.76 -0.73 1.91 -0.843
O 0.1438 1.4996 -3.0031 -0.69 -0.21 -1.82 -0.801
O -0.3486 2.9158 -4.8962 -0.68 3.11 1.27 -0.887
```
Positions in Å, forces in eV/Å.

Properties
Multiplicity: 2
Charge: -3
E (a.u.): -4274.81167
Gap between HOMO and LUMO (spin up / spin down) (eV): 3.4 / 4.6
Expectation value of S²: 0.761

Entry 6:
Entry from the OMol25 dataset: the molecule CN2O2S (wB97M-V/def2-TZVPD).

XYZ file:
```
6
Properties=species:S:1:pos:R:3:forces:R:3:nbo_charge:R:1
S 0.3395 1.1385 1.6447 -2.13 -0.74 0.45 0.274
O 0.7897 -0.5312 -1.7455 -0.35 0.19 1.48 -0.458
O 0.9542 0.5587 0.2894 0.58 -1.53 -2.86 -0.620
N -0.9391 -0.6229 -0.2291 -1.82 -0.82 0.31 -0.138
N -1.4959 -0.2898 0.7138 0.77 1.07 1.23 0.135
C 0.3516 -0.2533 -0.6732 2.96 1.82 -0.61 0.807
```
Positions in Å, forces in eV/Å.

Properties
Energy above the lowest of the compared OMol25 structures with the same formula, charge and spin (kcal/mol): 72.8
Charge: 0
E (a.u.): -696.18152
Gap between HOMO and LUMO (spin up / spin down) (eV): 7.6 / 7.5